Record 1
27
Properties=species:S:1:pos:R:3 method="wB97M-V/def2-TZVPD" charge=+3 multiplicity=6 fmax_ha_per_bohr=0.154 e_homo_ha="-0.696 / -0.696" energy_ha=-2062.3505 e_above_lowest_kj_mol=0.0 homo_lumo_gap_ev="5.6 / 5.6" s_squared=9.341
Dy -0.04278 0.75392 -1.23330
C -0.05167 1.53621 1.06144
O -0.04226 1.97953 2.13281
C -0.05508 3.13126 -0.76477
O -0.04528 4.27685 -0.57117
C -2.35060 1.09410 -0.32125
O -3.40593 1.36053 0.08064
C 2.28241 1.10503 -0.39844
O 3.34941 1.40105 -0.04909
C -0.05483 -0.46952 -5.11464
H 0.89046 -1.04709 -5.05292
H -0.99848 -1.04652 -5.02785
C -0.05825 0.84385 -5.43549
H -1.00351 1.39314 -5.62211
H 0.88290 1.39158 -5.64594
S -0.11363 -1.76513 -0.39476
C 0.03351 -1.54626 1.31785
N -1.12137 -1.53161 2.06813
C -1.10918 -1.42876 3.43493
C 0.08852 -1.37945 4.11328
C 1.28141 -1.42323 3.38229
C 1.24985 -1.54469 1.99849
H -2.01750 -1.53922 1.57943
H -2.07136 -1.39442 3.93342
H 0.09129 -1.32261 5.20361
H 2.22683 -1.30481 3.91052
H 2.16512 -1.52371 1.41490

***

Record 2
29
Properties=species:S:1:pos:R:3 method="wB97M-V/def2-TZVPD" charge=-1 multiplicity=1 fmax_ha_per_bohr=0.029 e_homo_ha=-0.142 energy_ha=-3243.6219 homo_lumo_gap_ev=6.6
O -0.37441 3.35473 1.95112
C -0.12550 2.89367 0.87294
C 0.35836 3.63567 -0.35244
C -0.50723 2.95022 -1.41867
C -0.26020 1.50594 -0.98699
C -0.98216 0.36878 -1.69389
O -0.13630 -0.66454 -2.13485
C 0.41779 -1.46569 -1.11701
O -0.59965 -2.14125 -0.45263
C -0.42042 -2.30799 0.96322
C 0.82009 -3.05148 1.36150
O 0.80978 -4.36135 0.76268
N -0.31118 1.55272 0.49630
H 1.39577 3.31414 -0.50282
H 0.30454 4.71569 -0.26103
H -1.54605 3.19871 -1.17085
H -0.24263 3.19341 -2.44481
H 0.79911 1.32315 -1.22549
H -1.47292 0.76393 -2.58573
H -1.77872 -0.04341 -1.05990
H 1.06938 -2.16796 -1.64610
H 1.03184 -0.87482 -0.42133
H -1.28871 -2.88213 1.28843
H -0.43265 -1.34342 1.48295
H 1.73086 -2.51771 1.05881
H 0.83797 -3.09349 2.45930
H 1.36006 -4.91183 1.33077
H -1.20517 1.23151 0.85883
Br 0.74836 -2.17519 4.58767

***

Record 3
11
Properties=species:S:1:pos:R:3 method="wB97M-V/def2-TZVPD" multiplicity=1 fmax_ha_per_bohr=0.104 e_homo_ha=-0.400 energy_ha=-491.6859 e_above_lowest_kj_mol=476.2 homo_lumo_gap_ev=9.4
C 2.53055 0.01251 0.37441
C 1.41319 -0.36558 0.15384
C -1.02828 0.19813 0.69578
C -0.92042 0.48352 -0.80770
C 0.05451 -0.41142 -0.12859
F -2.10559 -0.46211 1.10215
F -1.82615 -0.16456 -1.56592
F -0.25163 -2.29593 -0.19047
H 3.39529 0.58567 0.40081
H -0.66802 1.08929 1.18060
H -0.59345 1.33050 -1.21492